(1)
Molecular formula: C35H38BF3O4
Method: DFT, ωB97M-V/def2-TZVPD

The geometry in XYZ format:
```
81
Properties=species:S:1:pos:R:3:forces:R:3:lowdin_charge:R:1
C 3.367567 -5.605620 -1.737500 0.2456 -0.2197 0.0438 -0.02
C 3.811072 -4.261693 -1.188588 0.2306 0.0479 0.0605 -0.49
C 3.188267 -4.098250 0.201777 0.0619 0.0140 0.3078 -0.02
C 5.399316 -4.015418 -1.172830 -0.2978 -0.0663 -0.1911 -0.49
C 6.100809 -4.424957 0.112732 -0.1616 -0.1916 0.1466 -0.02
C 6.116185 -4.711137 -2.328048 -0.0132 -0.2893 -0.2190 -0.02
O 5.518595 -2.619459 -1.355230 0.4217 -0.9518 0.3080 0.04
B 4.259493 -2.158351 -1.862870 -0.8830 3.4330 -0.9677 -0.89
C 3.621337 -1.036100 -0.823016 0.5837 -1.5218 -0.4596 -0.08
C 4.341922 -0.535887 0.250195 -0.4791 1.1911 0.6790 -0.02
C 3.810682 0.532203 0.985835 0.2359 -0.4877 -0.3773 -0.02
C 2.577418 1.045813 0.609207 -0.0926 0.5370 0.4055 -0.18
C 2.027569 2.222682 1.323832 0.4429 -0.5220 -0.6473 -0.51
F 1.107613 2.854416 0.524978 0.1701 0.1568 0.7979 0.08
F 1.377132 1.838340 2.477206 -0.0417 0.7813 -0.1819 0.10
F 2.948466 3.160978 1.674770 -0.7835 -0.4544 0.1088 0.12
C 1.804157 0.475427 -0.398091 0.2973 -0.7180 -0.4196 -0.03
C 2.331795 -0.602869 -1.103954 -0.4997 1.1779 0.6472 -0.03
C 4.368522 -1.226654 -3.298320 -0.3278 -1.5109 1.0732 -0.16
C 5.643949 -0.442379 -3.337419 0.5160 0.2150 -0.3675 -0.15
O 3.329347 -3.239507 -2.035696 0.2371 -1.2092 -0.0944 0.05
H 3.701958 -6.391124 -1.052286 -0.0208 -0.1290 -0.1312 0.08
H 2.272441 -5.645371 -1.788005 0.2025 0.0721 -0.0421 0.09
H 3.788740 -5.796863 -2.728305 -0.1760 0.0513 0.1083 0.08
H 3.397835 -4.983298 0.818283 -0.0299 0.2266 0.0267 0.08
H 3.550498 -3.198957 0.718234 -0.0846 -0.2552 -0.1496 0.08
H 2.100411 -4.004641 0.087249 0.1968 -0.0298 -0.0181 0.09
H 5.967638 -5.504513 0.259029 0.1000 0.1042 0.1393 0.09
H 7.175843 -4.216719 0.024742 -0.2600 -0.0025 0.0607 0.09
H 5.697139 -3.895906 0.982452 0.1284 -0.0674 -0.1570 0.08
H 6.105059 -5.799417 -2.182827 0.0262 0.1078 -0.1584 0.08
H 5.666298 -4.469574 -3.300924 0.0378 -0.0191 0.2781 0.10
H 7.164401 -4.384350 -2.342953 -0.2405 0.0053 0.0028 0.09
H 5.324836 -0.919725 0.524349 -0.2221 -0.1022 -0.3124 0.12
H 4.353822 0.963132 1.820700 -0.0121 0.0796 -0.0644 0.11
H 0.825349 0.865849 -0.651060 0.0279 0.0639 0.0764 0.10
H 1.743748 -1.042365 -1.908932 0.2851 -0.0756 0.1278 0.12
H 4.303949 -1.987921 -4.083447 0.1137 0.2008 -0.3223 0.09
H 3.495288 -0.575683 -3.365880 -0.0569 -0.0026 -0.2478 0.07
H 5.851110 -0.033194 -4.332112 0.0763 0.1750 0.0228 0.05
H 5.617836 0.394377 -2.628101 0.0937 -0.0993 -0.0133 0.07
H 6.482999 -1.095956 -3.074962 -0.0018 0.1831 0.0546 0.07
C 0.447715 2.442096 5.563697 -0.1144 0.0106 0.0588 -0.02
O 0.472208 3.634669 4.736576 -1.4532 0.0820 -1.0705 -0.03
C -0.424205 3.749963 3.731896 1.3010 -0.5124 0.3925 -0.22
C -0.149191 4.748017 2.757757 0.1261 -0.0471 -0.1941 0.03
C -0.664337 4.614039 1.496129 0.2820 -0.0028 0.0053 0.01
C -1.615709 3.577711 1.179583 -0.2725 -0.2294 -1.0031 -0.19
C -2.093649 3.358545 -0.136261 0.0868 1.5157 1.8765 0.13
C -3.397547 2.801867 -0.435521 -1.2241 -1.4283 -0.4684 -0.20
C -4.348924 3.614482 -1.120667 0.8211 0.0079 0.2618 -0.01
C -5.623578 3.157968 -1.392561 -0.2974 -0.6048 0.0059 0.02
C -5.964959 1.823937 -1.098780 -0.2999 -0.3694 -0.5110 -0.21
O -7.127158 1.327648 -1.696359 0.8807 0.1301 0.3398 0.02
C -8.218108 0.834090 -0.984614 -0.1092 0.5232 0.3312 -0.24
C -9.451655 1.054493 -1.609973 0.3652 0.1753 0.3473 -0.01
C -10.610306 0.972471 -0.851138 -0.0099 -0.3701 0.1025 -0.08
C -10.544286 0.569136 0.489890 0.2777 0.0406 0.1359 -0.09
C -9.311719 0.201145 1.049103 -0.2179 -0.0177 -0.3695 -0.07
C -8.130647 0.310119 0.304412 -0.2689 0.2115 -0.2724 -0.02
C -5.062816 0.993594 -0.422273 -0.1689 0.3002 -0.1242 0.01
C -3.807537 1.484091 -0.073298 0.1656 0.6517 0.0015 -0.01
C -2.091664 2.798356 2.278546 -0.0369 -0.0123 0.7569 0.04
C -1.505294 2.861791 3.526039 -0.2332 -0.4758 -0.4256 0.03
H 1.340618 2.525234 6.187072 -0.2548 -0.0201 -0.1297 0.10
H -0.454962 2.435120 6.190295 0.2851 0.0224 -0.1348 0.10
H 0.502242 1.521264 4.960075 -0.0086 0.5048 0.0484 0.10
H 0.614657 5.485397 2.993667 -0.1808 -0.1119 -0.1313 0.14
H -0.344227 5.297858 0.704933 -0.0372 -0.2965 0.2714 0.14
H -1.574562 3.864525 -0.959174 -0.1639 0.0439 0.3395 0.15
H -4.073716 4.638795 -1.395789 -0.1073 -0.4075 0.0674 0.13
H -6.370023 3.791146 -1.875444 0.3243 -0.2026 0.0664 0.13
H -9.449818 1.371167 -2.650563 -0.0678 0.0741 0.2540 0.12
H -11.566718 1.231530 -1.312286 0.2991 -0.1399 0.2175 0.11
H -11.448170 0.562035 1.104228 0.3266 -0.1083 -0.2447 0.10
H -9.252606 -0.162839 2.074472 -0.0944 0.0913 -0.2534 0.11
H -7.162897 0.021797 0.709034 -0.3981 0.2303 0.1283 0.09
H -5.349815 -0.035534 -0.206797 0.3027 0.2854 -0.1435 0.12
H -3.113310 0.826163 0.451924 -0.1200 0.1396 -0.3164 0.12
H -2.913830 2.108620 2.110551 0.2151 0.1165 0.1401 0.11
H -1.797910 2.158136 4.307410 0.0338 0.3017 -0.2901 0.12
```
Forces are in eV/Å.

## Properties
Molar mass in u: 590.49
LUMO in eV: -3.62
Gap between HOMO and LUMO in eV: 2.0938
E_HOMO in hartree: -0.20995
Multiplicity: 1
F_max in eV Å⁻¹: 3.674
Energy relative to the best compared isomer or geometry (same formula, charge and spin) in kcal/mol: 112.8



(2)
Molecular formula: C5H10O2
Method: DFT, ωB97M-V/def2-TZVPD

The geometry in XYZ format:
```
17
Properties=species:S:1:pos:R:3:forces:R:3:lowdin_charge:R:1
C 2.515281 0.107833 -0.605287 5.6038 1.5092 -2.3183 -0.28
O 3.240385 0.723112 0.567696 -1.4961 -0.6308 -0.4205 -0.12
C 1.552412 -0.865646 -0.295923 -5.6524 1.0316 1.4640 -0.02
C 0.123164 -0.506743 0.251498 3.0910 1.4124 0.2143 -0.17
C -0.018382 0.866175 0.836388 4.6177 0.5822 2.1981 -0.08
C -1.249455 1.489236 1.064711 -2.6141 -1.9214 -2.2225 -0.29
O -2.251984 0.907060 0.554409 0.6746 1.5656 1.0776 -0.05
H 2.252880 0.999540 -1.321533 -0.0028 -1.6987 1.5486 0.16
H 3.509601 -0.469644 -1.050919 -2.7848 1.2707 0.1645 0.16
H 3.326743 -0.080577 1.096777 0.4028 0.3904 0.5383 0.07
H 1.807305 -1.875573 -0.152932 0.4970 -1.1172 0.0145 0.08
H -6.704501 -1.433226 -2.445546 -0.0233 -0.1633 0.1309 0.00
H -0.722304 -0.351630 -0.427035 -0.3870 -0.6631 -0.8296 0.14
H -0.154755 -1.313098 0.937058 -0.2021 -0.0613 -0.0660 0.14
H 0.928110 1.399111 1.323864 -1.9661 -1.3012 -1.3418 0.13
H -1.362380 2.418635 1.651386 0.2181 -0.3683 -0.0214 0.12
H -6.792120 -2.014572 -1.984615 0.0237 0.1632 -0.1306 0.00
```
Forces are in eV/Å.

## Properties
Molar mass in u: 102.13
LUMO in eV: -2.51
Gap between HOMO and LUMO in eV: 5.1280
E_HOMO in hartree: -0.28082
Multiplicity: 1
F_max in eV Å⁻¹: 6.249
Energy relative to the best compared isomer or geometry (same formula, charge and spin) in kcal/mol: 186.8